The following is a quantum chemistry calculation of the molecule C3H5Cl, from the OMol25 dataset.

Each line ends with the Löwdin charge.
Positions of all 9 atoms, in Å:
C: 0.18 1.17 0.01  -0.13
C: -0.34 -0.33 0.06  -0.68
C: 0.34 -1.47 -0.03  -0.01
H: 1.18 1.10 -0.27  0.03
H: 0.12 1.73 0.94  0.06
H: -0.49 1.72 -0.80  0.10
H: 1.40 -1.46 -0.02  0.06
H: -0.25 -2.27 0.12  0.02
Cl: -2.15 -0.19 0.00  0.55

Its strongest force on any atom is 3.54 eV/A. Its energy above the lowest of the compared OMol25 structures with the same formula, charge and spin is 12.6 kcal per mole. The spin multiplicity is 1. For the electronic energy, the calculation gives -577.4530 Ha. Its total charge is 0.



The following is a quantum chemistry calculation of a structure of composition C36H44NOPSb2V, from the OMol25 dataset.

Each line ends with the Löwdin charge.
Positions of all 86 atoms, in Å:
V: 0.48 0.31 0.00  0.20
C: 1.57 -2.28 -3.46  -0.28
Sb: 0.55 -0.65 -2.55  1.35
C: 2.05 0.82 -3.04  -0.25
C: -0.85 -0.22 -4.13  -0.28
C: -1.09 1.27 -4.24  -0.29
C: -0.37 2.00 -5.19  -0.06
C: -0.53 3.37 -5.33  -0.06
C: -1.42 4.04 -4.51  -0.06
C: -2.16 3.33 -3.58  -0.05
C: -2.00 1.95 -3.42  -0.28
C: -2.88 1.23 -2.43  -0.29
Sb: -2.12 1.17 -0.42  1.35
C: -2.59 3.19 0.07  -0.28
C: -3.87 0.33 0.43  -0.28
H: 1.95 -1.90 -4.41  0.03
H: 0.90 -3.11 -3.63  0.03
H: 2.40 -2.60 -2.84  -0.01
H: 1.78 1.32 -3.97  0.01
H: 3.00 0.30 -3.17  0.02
H: 2.17 1.58 -2.28  -0.03
H: -1.76 -0.79 -3.93  0.06
H: -0.38 -0.62 -5.02  0.07
H: 0.31 1.47 -5.85  0.12
H: 0.03 3.91 -6.09  0.12
H: -1.57 5.11 -4.62  0.12
H: -2.90 3.84 -2.97  0.11
H: -3.11 0.20 -2.71  0.06
H: -3.82 1.76 -2.30  0.07
H: -3.66 3.31 -0.11  0.03
H: -2.03 3.88 -0.56  0.00
H: -2.37 3.39 1.12  0.01
H: -4.70 0.92 0.06  0.03
H: -3.82 0.39 1.51  0.01
H: -3.99 -0.71 0.13  0.01
C: 0.58 3.68 1.96  -0.04
C: 1.56 3.56 0.80  -0.36
C: 0.88 3.60 -0.56  -0.06
C: 2.46 2.32 0.92  -0.24
C: 3.54 2.46 2.00  -0.01
O: 3.28 1.34 2.90  0.06
C: 2.26 0.64 2.47  -0.28
N: 1.72 1.07 1.36  -0.01
C: 1.91 -0.51 3.32  -0.11
C: 2.57 -0.57 4.56  0.01
C: 2.35 -1.63 5.42  -0.02
C: 1.49 -2.65 5.05  -0.02
C: 0.84 -2.60 3.82  -0.06
C: 1.02 -1.53 2.95  -0.26
P: 0.13 -1.62 1.33  1.01
C: -1.56 -2.07 1.81  -0.38
C: -2.10 -1.56 3.00  -0.10
C: -3.38 -1.92 3.39  -0.06
C: -4.14 -2.78 2.60  -0.05
C: -3.62 -3.26 1.40  -0.06
C: -2.34 -2.89 1.00  -0.11
C: 0.93 -3.10 0.62  -0.35
C: 0.50 -4.41 0.80  -0.08
C: 1.26 -5.47 0.31  -0.04
C: 2.47 -5.23 -0.34  -0.05
C: 2.92 -3.93 -0.50  -0.08
C: 2.15 -2.87 -0.03  -0.15
H: 0.01 4.61 1.87  0.10
H: 1.08 3.70 2.93  0.09
H: -0.13 2.86 1.97  0.06
H: 2.25 4.41 0.85  0.15
H: 0.32 2.67 -0.78  0.01
H: 1.60 3.74 -1.38  0.09
H: 0.15 4.41 -0.62  0.09
H: 2.91 2.12 -0.05  0.14
H: 3.44 3.37 2.57  0.14
H: 4.55 2.37 1.62  0.14
H: 3.25 0.22 4.84  0.13
H: 2.86 -1.65 6.37  0.13
H: 1.33 -3.49 5.71  0.13
H: 0.18 -3.41 3.55  0.12
H: -1.51 -0.91 3.63  0.11
H: -3.79 -1.54 4.32  0.12
H: -5.13 -3.09 2.92  0.12
H: -4.21 -3.92 0.78  0.12
H: -1.96 -3.26 0.06  0.11
H: -0.41 -4.63 1.33  0.10
H: 0.92 -6.49 0.45  0.12
H: 3.06 -6.06 -0.71  0.12
H: 3.87 -3.74 -0.99  0.12
H: 2.52 -1.86 -0.15  0.08

Its strongest force on any atom is 1.29 eV/A. The spin multiplicity is 4. For the electronic energy, the calculation gives -3293.5405 Ha. Its expectation value of S² is 3.771. Its total charge is +2.



The following is a quantum chemistry calculation of the molecule C19H23NO6, from the OMol25 dataset.

Each line ends with the Löwdin charge.
Positions of all 49 atoms, in Å:
C: 1.06 2.70 0.88  -0.11
C: 2.27 1.93 1.39  -0.25
C: 3.55 2.34 0.66  -0.17
C: 4.71 1.40 0.97  -0.15
H: 4.82 1.26 2.05  0.13
H: 5.64 1.77 0.54  0.12
O: 4.42 0.11 0.43  0.00
C: 5.04 -0.25 -0.69  -0.47
O: 5.95 0.32 -1.21  0.13
C: 4.42 -1.55 -1.24  0.01
N: 3.05 -1.67 -0.83  0.04
C: 2.61 -2.62 0.08  -0.35
O: 3.28 -3.52 0.52  0.14
C: 1.19 -2.27 0.36  -0.06
C: 0.26 -2.87 1.19  0.03
C: -0.99 -2.28 1.27  0.02
C: -1.30 -1.12 0.56  -0.09
C: -0.36 -0.53 -0.29  0.08
C: 0.88 -1.11 -0.37  -0.06
C: 2.09 -0.71 -1.13  -0.36
O: 2.26 0.23 -1.86  0.15
H: -0.60 0.36 -0.85  0.13
C: -2.67 -0.55 0.72  -0.45
O: -3.52 -1.05 1.41  0.11
O: -2.82 0.59 0.04  0.00
C: -4.09 1.22 0.06  -0.16
C: -4.80 1.07 -1.29  -0.18
C: -5.12 -0.38 -1.66  -0.25
C: -6.12 -1.03 -0.72  -0.10
H: -6.41 -2.01 -1.10  0.07
H: -7.01 -0.42 -0.62  0.08
H: -5.68 -1.19 0.27  0.05
H: -5.52 -0.38 -2.67  0.11
H: -4.19 -0.96 -1.68  0.10
H: -4.16 1.51 -2.06  0.11
H: -5.72 1.65 -1.24  0.12
H: -3.90 2.28 0.27  0.13
H: -4.69 0.79 0.87  0.12
H: -1.76 -2.70 1.91  0.12
H: 0.51 -3.76 1.74  0.13
H: 4.97 -2.41 -0.84  0.14
H: 4.51 -1.53 -2.33  0.15
H: 3.83 3.36 0.94  0.12
H: 3.37 2.32 -0.42  0.12
H: 2.10 0.86 1.24  0.09
H: 2.39 2.10 2.46  0.11
H: 0.16 2.38 1.39  0.07
H: 1.19 3.77 1.04  0.07
H: 0.93 2.53 -0.19  0.07

Its strongest force on any atom is 0.77 eV/A. Its energy above the lowest of the compared OMol25 structures with the same formula, charge and spin is 0.0 kcal per mole. The spin multiplicity is 1. For the electronic energy, the calculation gives -1244.0911 Ha. Its total charge is 0.



The following is a quantum chemistry calculation of a structure of composition C4H2LuO2, from the OMol25 dataset.

Each line ends with the Löwdin charge.
Positions of all 9 atoms, in Å:
H: -2.11 1.41 0.66  0.18
C: -1.10 1.10 0.37  -0.07
C: -0.30 1.82 -0.42  0.11
O: -0.78 -0.07 0.96  -0.29
O: 0.54 -0.53 0.62  -0.45
Lu: -0.36 -2.46 0.13  1.86
C: 1.40 2.84 -1.09  0.43
C: 0.43 2.14 -1.53  0.09
H: 2.37 3.25 -0.90  0.13

Its strongest force on any atom is 3.47 eV/A. Its energy above the lowest of the compared OMol25 structures with the same formula, charge and spin is 138.6 kcal per mole. The spin multiplicity is 2. For the electronic energy, the calculation gives -1538.5711 Ha. Its expectation value of S² is 0.760. Its total charge is +2.



The following is a quantum chemistry calculation of the molecule C5H9N, from the OMol25 dataset.

Each line ends with the Löwdin charge.
Positions of all 15 atoms, in Å:
C: -1.31 0.10 2.28  -0.11
C: -0.89 0.54 0.86  -0.25
C: 0.05 -0.42 0.20  -0.10
C: 0.96 -0.03 -0.71  -0.20
N: 1.32 -0.91 -1.72  -0.03
C: 1.57 -0.43 -2.87  -0.06
H: -0.81 0.62 3.10  0.07
H: -2.38 0.18 2.42  0.06
H: -1.14 -0.97 2.40  0.06
H: -1.80 0.68 0.28  0.11
H: -0.34 1.48 0.87  0.10
H: 0.01 -1.51 0.31  0.11
H: 1.38 0.97 -0.70  0.11
H: 1.98 -0.95 -3.73  0.06
H: 1.42 0.65 -3.01  0.07

Its strongest force on any atom is 1.60 eV/A. Its energy above the lowest of the compared OMol25 structures with the same formula, charge and spin is 43.5 kcal per mole. The spin multiplicity is 1. For the electronic energy, the calculation gives -250.5977 Ha. Its total charge is 0.



The following is a quantum chemistry calculation of a structure of composition C33H72NbO12, from the OMol25 dataset.

Each line ends with the Löwdin charge.
Positions of all 118 atoms, in Å:
C: 4.39 3.24 -2.54  -0.13
C: 3.92 4.13 -3.68  -0.30
C: 3.56 5.53 -3.19  -0.32
C: 3.08 6.47 -4.30  -0.53
C: 3.58 7.91 -4.01  -0.20
Nb: 0.88 6.25 -4.83  1.08
C: -0.09 5.86 -2.82  -0.52
C: 0.37 7.02 -1.92  -0.18
C: -1.60 5.75 -2.71  -0.37
C: -2.24 4.59 -3.48  -0.15
H: 3.65 3.23 -1.73  0.06
H: 4.55 2.21 -2.86  0.06
H: 5.31 3.63 -2.12  0.06
H: 4.75 4.26 -4.36  0.10
H: 3.07 3.70 -4.20  0.06
H: 2.87 5.47 -2.35  0.08
H: 4.49 5.94 -2.77  0.10
H: 3.62 6.17 -5.20  0.06
H: 4.61 8.02 -4.35  0.05
H: 2.98 8.66 -4.51  0.01
H: 3.60 8.10 -2.93  0.05
H: 0.69 8.09 -4.78  -0.13
H: 1.14 6.47 -6.65  -0.17
H: 1.05 4.45 -5.23  -0.14
H: -0.86 6.26 -5.45  -0.15
H: 0.36 4.93 -2.45  0.07
H: -0.15 7.93 -2.21  0.05
H: 1.44 7.19 -1.96  0.03
H: 0.14 6.80 -0.88  0.07
H: -2.05 6.70 -2.97  0.09
H: -1.85 5.59 -1.65  0.09
H: -1.60 4.25 -4.29  0.02
H: -2.44 3.74 -2.83  0.06
H: -3.18 4.90 -3.92  0.05
O: -5.52 3.65 -4.40  0.10
C: -5.33 2.47 -4.55  -0.53
O: -5.96 1.60 -3.73  -0.01
C: -5.89 0.18 -3.92  -0.24
C: -4.65 -0.43 -3.31  -0.06
C: -4.34 1.96 -5.57  0.02
H: -5.99 -0.06 -4.98  0.11
H: -6.78 -0.20 -3.42  0.12
H: -3.75 -0.05 -3.78  0.07
H: -4.67 -1.52 -3.42  0.05
H: -4.60 -0.19 -2.25  0.09
H: -3.34 2.03 -5.13  0.09
H: -4.38 2.62 -6.43  0.09
H: -4.51 0.94 -5.90  0.07
O: -1.41 8.54 2.18  0.10
C: -2.49 8.43 1.68  -0.53
O: -2.59 7.99 0.42  0.00
C: -3.85 7.68 -0.20  -0.23
C: -4.50 8.92 -0.78  -0.06
C: -3.75 8.84 2.43  0.00
H: -4.49 7.15 0.51  0.11
H: -3.61 6.98 -1.00  0.11
H: -4.73 9.65 -0.01  0.06
H: -5.43 8.65 -1.28  0.08
H: -3.84 9.38 -1.50  0.09
H: -3.87 9.92 2.32  0.09
H: -3.60 8.60 3.48  0.09
H: -4.66 8.35 2.09  0.06
O: -4.75 -3.67 -3.41  0.08
C: -3.81 -4.32 -3.03  -0.53
O: -2.87 -3.72 -2.30  0.01
C: -1.77 -4.42 -1.69  -0.23
C: -0.63 -4.61 -2.66  -0.05
C: -3.64 -5.77 -3.43  0.01
H: -2.11 -5.35 -1.25  0.11
H: -1.47 -3.78 -0.87  0.11
H: -0.91 -5.23 -3.51  0.07
H: 0.21 -5.09 -2.15  0.08
H: -0.30 -3.65 -3.05  0.09
H: -3.20 -5.80 -4.43  0.09
H: -4.63 -6.23 -3.47  0.09
H: -3.02 -6.35 -2.75  0.07
O: -1.00 -5.03 1.08  0.08
C: 0.13 -4.99 1.50  -0.51
O: 1.03 -5.80 0.92  0.00
C: 2.43 -5.72 1.22  -0.22
C: 2.81 -6.50 2.46  -0.06
C: 0.52 -4.12 2.66  0.02
H: 2.74 -4.68 1.29  0.11
H: 2.92 -6.14 0.34  0.12
H: 2.31 -6.10 3.35  0.06
H: 3.88 -6.44 2.62  0.06
H: 2.51 -7.54 2.36  0.08
H: 0.26 -4.63 3.59  0.06
H: -0.05 -3.20 2.60  0.09
H: 1.58 -3.86 2.70  0.08
O: 0.59 -5.93 5.25  0.10
C: 0.46 -6.87 5.97  -0.51
O: 0.89 -8.07 5.55  0.01
C: 0.91 -9.23 6.38  -0.24
C: -0.43 -9.94 6.39  -0.06
C: -0.25 -6.75 7.30  0.02
H: 1.25 -8.98 7.39  0.11
H: 1.67 -9.87 5.94  0.12
H: -1.22 -9.32 6.81  0.07
H: -0.37 -10.86 6.99  0.08
H: -0.72 -10.20 5.38  0.09
H: -1.32 -6.80 7.13  0.10
H: -0.01 -5.78 7.73  0.09
H: 0.02 -7.51 8.03  0.07
O: 5.38 -4.66 3.23  0.11
C: 5.69 -4.78 4.39  -0.52
O: 4.79 -5.34 5.22  0.00
C: 5.09 -5.66 6.58  -0.24
C: 4.91 -4.47 7.50  -0.06
C: 7.01 -4.27 4.93  0.02
H: 6.08 -6.10 6.66  0.11
H: 4.37 -6.44 6.84  0.12
H: 5.59 -3.67 7.26  0.07
H: 5.08 -4.77 8.54  0.08
H: 3.89 -4.08 7.42  0.08
H: 6.90 -3.20 5.12  0.10
H: 7.76 -4.41 4.16  0.09
H: 7.35 -4.77 5.83  0.07

Its strongest force on any atom is 2.27 eV/A. Its energy above the lowest of the compared OMol25 structures with the same formula, charge and spin is 9.8 kcal per mole. The spin multiplicity is 1. For the electronic energy, the calculation gives -2260.2168 Ha. Its total charge is -1.



- Among the records above, which one has the highest strongest force on any atom?
  C3H5Cl



- Look up the electronic energy of the fourth one.
  -1538.5711 Ha



- Among the records above, which one has the lowest total charge?
  C33H72NbO12



- What is the total charge in the first record?
  0